# 1
ORCA calculation (the ωB97M-V functional and the def2-TZVPD basis) on a 2-piece molecular cluster, H4NO2PS overall at a distorted geometry.

Last columns: bonded neighbours and bond lengths (Å).
Atoms and positions in Å:
1 N -1.76 0.26 -0.12  P4 1.724, H6 1.004, H7 1.013
2 O 1.35 -0.37 -0.02  H8 0.964, H9 0.940
3 O -0.56 1.27 -2.50  P4 1.484
4 P -1.13 0.15 -1.72  N1 1.724, O3 1.484, S5 1.912
5 S -1.34 -1.71 -2.12  P4 1.912
6 H -2.38 1.02 0.12  N1 1.004
7 H -2.10 -0.64 0.18  N1 1.013
8 H 1.88 -0.47 -0.82  O2 0.964
9 H 1.26 0.54 0.18  O2 0.940

## Properties
2S+1 = 3
energy above the lowest of the compared OMol25 structures with the same formula, charge and spin = 133.81 kJ/mol
HOMO energy (spin up / spin down) = -5.703 / -10.515 eV
charge = 0
orbital gap (spin up / spin down) = 0.2150 / 0.2526 hartree
E = -947.071013 hartree
molecular weight = 113.08 g/mol
LUMO (spin up / spin down) = 0.149 / -3.642 eV

# 2
ORCA calculation (the ωB97M-V functional and the def2-TZVPD basis) on a 2-piece molecular cluster, H4NO2PS2 overall at a distorted geometry.

Last columns: bonded neighbours and bond lengths (Å).
Atoms and positions in Å:
1 N 2.08 -0.70 -0.97  S6 1.707, H7 0.999, H8 0.999
2 O -1.74 0.74 -1.47  P4 1.628, H9 0.969
3 O -1.79 1.09 1.08  P4 1.646, H10 1.024
4 P -1.73 -0.09 -0.07  O2 1.628, O3 1.646, S5 1.950
5 S -3.41 -1.07 0.07  P4 1.950
6 S 1.41 0.37 0.18  N1 1.707
7 H 1.33 -1.14 -1.45  N1 0.999
8 H 2.84 -1.30 -0.73  N1 0.999
9 H -1.14 1.37 -1.89  O2 0.969
10 H -0.81 1.27 1.32  O3 1.024

## Properties
energy above the lowest of the compared OMol25 structures with the same formula, charge and spin = 18.61 kJ/mol
HOMO energy (spin up / spin down) = -9.220 / -8.417 eV
charge = 0
orbital gap (spin up / spin down) = 0.2692 / 0.2364 hartree
E = -1345.333722 hartree
molecular weight = 145.15 g/mol
LUMO (spin up / spin down) = -1.895 / -1.985 eV